[1]
ORCA calculation (ωB97M-V/def2-TZVPD) on C9H16N2O2 in the gas phase at a distorted geometry.

The geometry in XYZ format:
```
29
Properties=species:S:1:pos:R:3:forces:R:3
C -4.3732 1.4530 -0.0288 0.24 -3.51 1.58
C -3.2232 0.4706 -0.0387 0.30 -0.75 -0.19
C -3.2231 -0.7786 0.6236 -0.39 0.50 0.84
N -2.0785 -1.4303 0.4661 -1.13 -0.36 0.74
N -1.3742 -0.6692 -0.3201 1.40 0.08 -1.77
C 0.0397 -1.0509 -0.5209 -0.19 -1.55 -2.56
O 0.2160 -2.4297 -0.4211 -0.11 -0.45 -0.22
O 0.7024 -0.4301 0.4284 2.55 2.39 0.67
C 2.0899 0.0732 0.1493 0.69 -0.77 0.68
C 2.4163 0.7908 -1.2227 1.09 -3.44 0.11
C 2.2255 1.0392 1.3527 0.10 0.21 -2.59
C 3.1070 -1.1575 0.2603 -1.98 0.80 -3.67
C -1.9883 0.4754 -0.7151 -2.49 -1.65 2.80
H -4.9643 1.2541 -0.8455 -1.05 0.61 -2.59
H -5.1243 1.2430 0.7387 0.53 -0.38 0.58
H -4.0410 2.3806 0.1868 0.81 3.36 -0.16
H -3.9955 -1.1241 1.3257 0.49 -0.06 -0.56
H 0.4477 -0.8428 -1.5758 -1.24 0.18 1.33
H 0.2742 -2.6863 0.5127 -0.37 0.29 -0.22
H 1.9670 0.2660 -2.1121 0.31 0.72 0.88
H 2.3146 1.8219 -1.2486 -0.85 1.92 0.01
H 3.5332 0.6014 -1.3366 -1.31 0.34 0.08
H 2.7102 1.9303 1.0101 0.26 0.74 -0.07
H 2.7658 0.7006 2.1595 1.37 -1.26 1.70
H 1.2650 1.2660 1.7099 -1.32 0.51 0.30
H 2.5720 -1.9590 0.6546 -0.73 -1.38 1.00
H 3.4317 -1.5312 -0.7937 -0.28 0.84 1.86
H 3.8883 -0.8933 0.8796 1.93 0.46 1.01
H -1.5808 1.2167 -1.2784 1.39 1.65 -1.58
```
Forces are in eV/Å.

As for the structure (SMILES): Cc1cnn([C@H](O)OC(C)(C)C)c1. The calculated total energy is -612.43983 Eh. The calculation puts the gap between HOMO and LUMO at 9.60 eV. Its max |F| is 4.25 eV/A.

[2]
ORCA calculation (ωB97M-V/def2-TZVPD) on a molecular structure, C3H6O3 at a distorted geometry.

The geometry in XYZ format:
```
12
Properties=species:S:1:pos:R:3:forces:R:3
C -0.0699 1.5000 -0.3702 0.14 -0.19 -0.07
C -0.3998 -0.9257 0.3332 0.27 -2.09 -0.57
C 0.5047 0.1710 0.0473 3.21 0.25 1.02
O -1.4967 -0.7416 1.0515 0.39 -0.16 -0.38
O -0.0418 -2.0457 -0.1418 -1.19 1.18 1.20
O 1.5859 -0.3955 -0.7229 -1.43 -2.95 -2.47
H -1.9430 -1.5925 1.1807 0.04 -0.02 -0.08
H 1.0709 -1.5743 -0.6733 1.02 2.79 -0.27
H 1.4172 0.1240 0.7407 -2.36 1.16 1.61
H 0.7084 2.2604 -0.3595 -0.06 -0.02 0.03
H -0.8765 1.7889 0.3020 0.01 0.08 0.00
H -0.4595 1.4309 -1.3876 -0.04 -0.03 -0.02
```
Forces are in eV/Å.

The calculated total energy is -343.55209 Eh. The calculation puts the gap between HOMO and LUMO at 9.14 eV. Its max |F| is 4.11 eV/A.

[3]
ORCA calculation (ωB97M-V/def2-TZVPD) on 6 unconnected molecules or ions with the total composition C7H25ClNO6.

The geometry in XYZ format:
```
40
Properties=species:S:1:pos:R:3:forces:R:3
Cl -2.0738 0.1685 0.6141 0.11 0.01 -0.05
C 1.8975 0.4511 2.8052 -0.06 -0.09 -0.08
O 1.3867 1.7444 2.5835 0.04 0.10 -0.24
C 2.2071 2.5503 1.7488 -0.11 -0.09 0.43
C 2.3327 2.0708 0.3284 0.55 -0.03 -0.62
N 1.0554 1.8299 -0.2948 0.08 -0.47 -0.16
C 1.1909 1.1464 -1.5835 -0.52 -0.23 0.17
C 1.4965 -0.3425 -1.4664 0.34 -0.03 0.14
O 1.6500 -0.8666 -2.7746 0.04 0.07 0.12
C 1.8746 -2.2541 -2.7345 0.15 0.01 -0.22
H 1.1325 -0.0962 3.3506 0.04 -0.02 0.08
H 2.8279 0.4967 3.3869 -0.03 -0.05 -0.02
H 2.0858 -0.0730 1.8627 0.02 -0.04 0.03
H 3.2125 2.5960 2.1897 -0.01 0.24 0.01
H 1.7304 3.5287 1.7584 0.08 0.08 0.06
H 3.0320 1.2173 0.2453 -0.15 -0.02 0.25
H 2.8433 2.8698 -0.2352 -0.09 -0.03 0.16
H 0.4740 1.2378 0.3003 -0.16 0.31 0.01
H 1.9722 1.6089 -2.1888 -0.02 0.19 0.02
H 0.2363 1.2411 -2.1078 0.12 0.04 -0.10
H 0.6990 -0.8735 -0.9368 -0.15 0.11 -0.05
H 2.4306 -0.5200 -0.8940 -0.15 0.11 -0.16
H 2.0279 -2.5870 -3.7627 -0.09 -0.02 0.04
H 1.0186 -2.7735 -2.2959 0.02 -0.07 0.07
H 2.7911 -2.4852 -2.1690 -0.14 -0.03 0.05
C -2.1499 -2.0036 -2.5225 -0.14 0.02 -0.44
O -1.4465 -2.2015 -1.3229 0.09 -0.08 -0.08
H -3.2078 -2.2919 -2.4512 0.08 0.05 0.09
H -2.1148 -0.9626 -2.8661 0.00 -0.04 0.10
H -1.6986 -2.6193 -3.3100 0.05 0.02 0.16
H -1.6653 -1.4617 -0.7230 0.00 -0.04 0.15
O -1.4097 1.6995 3.3965 0.01 0.16 -0.12
H -0.5161 1.8413 3.0541 0.04 0.03 0.13
H -1.8792 1.4242 2.5927 -0.03 -0.17 0.08
O -4.9041 -0.5446 -0.7440 -0.06 -0.08 -0.04
H -4.0795 -0.2919 -0.2889 0.05 0.14 -0.01
H -4.9418 -1.4962 -0.6126 -0.02 -0.01 0.06
O -3.8965 -1.3579 2.8488 -0.01 -0.06 0.08
H -4.4598 -0.5826 2.9205 -0.02 0.02 -0.02
H -3.1617 -1.0375 2.2986 0.01 0.01 -0.11
```
Forces are in eV/Å.

The net charge is -1. The calculated total energy is -1248.16444 Eh. The calculation puts the gap between HOMO and LUMO at 9.17 eV. Its max |F| is 0.83 eV/A.